Entry 1:
8
Properties=species:S:1:pos:R:3:forces:R:3 method="wB97M-V/def2-TZVPD" homo_lumo_gap_ev=11.84 e_lumo_ev=0.57 smiles="O=C=O.O=CO" e_above_lowest_kj_mol=30.8 charge=0
O -3.143477 -0.067149 -0.834716 -0.5 0.3 -4.0
C -3.007157 -0.199291 0.272722 -0.2 0.0 3.2
O -2.906192 -0.286124 1.419623 0.2 -0.3 0.8
O 0.045278 1.279028 0.689315 0.3 -0.5 -0.4
C -0.150146 0.279786 0.064525 -1.0 1.2 -1.8
O -0.289778 0.206689 -1.331383 0.4 -0.3 1.5
H -0.447156 -0.679088 0.493544 0.5 -0.3 -0.1
H -0.244046 1.063903 -1.794737 0.2 -0.1 0.7


Entry 2:
8
Properties=species:S:1:pos:R:3:forces:R:3 method="wB97M-V/def2-TZVPD" homo_lumo_gap_ev=10.24 e_lumo_ev=-0.31 e_above_lowest_kj_mol=223.8 charge=0
C 0.559053 -0.023279 -0.101633 -1.8 2.7 -0.6
C -1.070408 -0.384450 -0.180449 3.3 1.5 2.2
H 2.385558 -0.615509 0.400838 -4.2 -2.1 -2.6
H -0.917026 1.506496 -0.093368 0.6 -0.1 -0.1
O 1.390070 -1.070771 -0.122477 3.8 4.1 2.9
O 0.710754 1.235642 0.051255 1.9 -4.8 -0.3
O -1.610098 0.829204 -0.047151 -2.7 -1.8 -0.7
O -1.447902 -1.477336 0.092982 -0.9 0.4 -1.0


Entry 3:
9
Properties=species:S:1:pos:R:3:forces:R:3 method="wB97M-V/def2-TZVPD" homo_lumo_gap_ev=6.08 e_lumo_ev=-1.26 charge=0
C 1.571080 -2.204925 -0.386031 1.8 1.1 0.3
O 1.863312 -1.008489 -0.474453 -0.4 -2.4 -0.3
H 1.457883 -2.683566 0.601319 -0.6 0.3 -0.2
H 1.686228 -2.883153 -1.247964 -0.5 0.3 -0.1
O -3.115275 0.262115 0.312234 1.1 0.1 -0.2
C -1.898918 0.470829 0.271080 -1.8 -0.5 0.5
O -1.350764 1.519460 -0.301139 0.3 0.9 -0.7
O -1.006079 -0.330489 0.841026 0.9 -0.5 0.2
Sr 0.735817 0.964951 0.192166 -0.7 0.7 0.4


Entry 4:
11
Properties=species:S:1:pos:R:3:forces:R:3 method="wB97M-V/def2-TZVPD" homo_lumo_gap_ev=11.09 e_lumo_ev=-0.60 e_above_lowest_kj_mol=0.0 charge=0
C -1.142728 -0.623212 0.030095 2.4 -1.2 -0.6
C -1.056166 0.680143 -0.066960 2.5 -2.0 1.2
O 0.840751 -1.940551 1.365142 -0.6 1.0 -3.1
O 0.869173 -2.128005 -1.179371 -0.4 -0.4 0.2
O 0.697383 2.177782 -1.129461 0.2 -1.2 1.2
O 0.925899 1.947031 1.268288 0.4 0.1 2.6
O 1.415945 0.015143 -0.233788 -0.3 -0.9 0.8
S 0.557315 -1.430338 0.014025 0.0 0.4 2.8
S 0.615032 1.342292 0.057932 -1.6 2.0 -4.9
H -1.898696 -1.382244 0.018939 -0.6 0.2 -0.1
H -1.823904 1.341963 -0.144843 -2.0 1.9 -0.1


Entry 5:
12
Properties=species:S:1:pos:R:3:forces:R:3 method="wB97M-V/def2-TZVPD" homo_lumo_gap_ev=9.33 e_lumo_ev=0.05 e_above_lowest_kj_mol=0.0 charge=0
C 0.315899 0.051028 -0.623126 -1.1 0.5 0.3
C 0.969835 0.556890 0.628601 1.0 -0.8 0.8
O 1.142362 0.348628 -1.664656 -0.4 0.1 -0.3
O -2.713801 -0.169478 1.155300 -0.6 0.7 2.7
O 0.152817 -1.348496 -0.716906 0.3 -0.6 0.7
O 0.205183 0.654270 1.766433 -0.6 -0.2 0.6
O -0.848008 -1.752478 0.208069 -0.8 1.4 -0.2
O -1.011036 0.555470 -0.655207 -1.1 -0.8 0.0
S 0.815904 2.191339 1.340462 0.2 -0.5 -0.8
S -2.192175 -0.576475 -0.063865 2.8 -0.5 -3.6
H 1.889662 -0.024021 0.761840 0.2 0.6 0.2
H 1.273358 -0.486677 -2.136947 0.0 0.2 -0.4


Entry 6:
6
Properties=species:S:1:pos:R:3:forces:R:3 method="wB97M-V/def2-TZVPD" homo_lumo_gap_ev="8.07 / 8.07" e_lumo_ev="-0.56 / -0.56" smiles=OC#CS e_above_lowest_kj_mol=427.4 charge=0
O 2.220743 0.396193 -0.057233 -3.3 1.3 -0.1
C 0.819339 0.569135 -0.173891 -9.0 -1.2 1.3
C -0.612034 0.674606 -0.044106 10.0 -2.3 -0.6
S -2.395783 0.093584 -0.031755 1.9 0.9 -0.2
H 2.497223 -0.534106 -0.168657 -0.8 0.4 -0.2
H -2.529489 -1.199412 0.475643 1.2 0.9 -0.2


Entry 7:
6
Properties=species:S:1:pos:R:3:forces:R:3 method="wB97M-V/def2-TZVPD" homo_lumo_gap_ev="9.59 / 9.74" e_lumo_ev="0.87 / -0.98" e_above_lowest_kj_mol=105.8 charge=0 multiplicity=3
C -0.927313 0.458730 -0.137932 -0.4 -1.9 3.3
C -0.888054 -0.194337 0.873423 0.3 0.1 0.4
O 2.238329 -0.123396 -0.197067 0.5 0.1 0.7
S 1.308347 -0.315871 -1.312246 0.3 -0.4 -1.1
H -1.039749 0.919483 -1.019906 -0.5 1.6 -2.4
H -0.691560 -0.744609 1.793728 -0.3 0.5 -0.8


Entry 8:
7
Properties=species:S:1:pos:R:3:forces:R:3 method="wB97M-V/def2-TZVPD" homo_lumo_gap_ev="6.26 / 6.26" e_lumo_ev="-2.22 / -2.23" e_above_lowest_kj_mol=500.6 charge=0
C 0.363995 0.241651 0.958413 -0.2 -0.4 0.1
C 0.913527 0.881512 0.024283 -0.9 -1.0 -0.8
O -1.455894 -0.721726 -0.748898 -0.8 0.0 0.4
S -1.017345 -1.030868 0.773656 0.4 0.0 -0.7
S -0.444938 -0.797580 -2.040951 0.9 0.5 0.9
H 0.551741 0.249156 2.010461 0.1 0.3 0.5
H 1.088914 1.177855 -0.976963 0.6 0.5 -0.5


Entry 9:
8
Properties=species:S:1:pos:R:3:forces:R:3 method="wB97M-V/def2-TZVPD" homo_lumo_gap_ev=7.81 e_lumo_ev=-1.64 smiles="O=C(S)C(=S)S" e_above_lowest_kj_mol=20.1 charge=0
O -1.333652 1.058314 1.034961 0.5 -1.3 -0.7
C -0.945221 0.121731 0.356021 -0.4 1.1 0.2
S -2.073134 -1.102603 -0.190339 -1.1 0.5 0.7
C 0.502707 0.079003 -0.125428 1.4 0.8 0.6
S 1.175851 -1.047536 -1.061362 -0.2 0.1 0.1
S 1.345189 1.505023 0.595775 -1.0 -0.4 0.0
H -1.290701 -1.903493 -0.868175 0.9 -0.3 -0.4
H 2.618961 1.289559 0.258546 0.0 -0.5 -0.4


Molecular weight values, unit g mol⁻¹, following the record order: 90.03 90.03 177.65 170.17 186.17 74.10 74.10 106.17 138.24.
Largest force on an atom values, unit eV Å⁻¹, following the record order: 4.022 6.318 2.486 5.541 4.629 10.314 3.791 1.592 1.691.